(1)
{"formula": "C22H42N4O2P2RhS3", "method": "wB97M-V/def2-TZVPD", "symbols": ["Rh", "N", "C", "S", "N", "N", "C", "C", "C", "C", "C", "C", "N", "H", "H", "H", "H", "H", "H", "H", "C", "C", "C", "P", "C", "C", "C", "C", "C", "C", "H", "H", "H", "H", "H", "H", "H", "H", "H", "H", "H", "H", "H", "H", "H", "H", "H", "H", "H", "H", "H", "C", "C", "C", "O", "P", "S", "S", "O", "C", "C", "C", "H", "H", "H", "H", "H", "H", "H", "H", "H", "H", "H", "H", "H", "H"], "coordinates": [[-0.536, -0.577, 0.231], [-1.745, -3.660, 3.265], [-1.537, -2.817, 2.250], [-0.692, -1.344, 2.606], [-2.043, -3.151, 1.088], [-1.723, -2.393, 0.055], [-2.220, -2.623, -1.105], [-1.718, -1.872, -2.240], [-1.915, -2.311, -3.543], [-1.320, -1.620, -4.586], [-0.559, -0.498, -4.303], [-0.424, -0.104, -2.981], [-0.991, -0.770, -1.980], [-1.427, -3.436, 4.190], [-2.243, -4.518, 3.099], [-2.940, -3.422, -1.245], [-2.508, -3.199, -3.720], [-1.436, -1.963, -5.605], [-0.072, 0.068, -5.084], [0.164, 0.764, -2.721], [-2.441, 2.407, -1.880], [-3.147, 2.102, -0.559], [-4.358, 1.203, -0.808], [-1.975, 1.352, 0.669], [-2.955, 1.071, 2.228], [-3.767, 2.268, 2.723], [-3.829, -0.193, 2.139], [-0.766, 2.700, 1.107], [-1.316, 4.124, 1.066], [0.490, 2.604, 0.225], [-3.131, 2.915, -2.555], [-2.123, 1.483, -2.359], [-1.571, 3.050, -1.751], [-3.472, 3.040, -0.101], [-4.043, 0.202, -1.114], [-4.963, 1.625, -1.612], [-4.991, 1.114, 0.070], [-2.164, 0.869, 2.953], [-4.453, 2.644, 1.962], [-3.125, 3.082, 3.055], [-4.366, 1.952, 3.578], [-4.855, 0.055, 1.871], [-3.856, -0.697, 3.105], [-3.452, -0.903, 1.401], [-0.485, 2.446, 2.135], [-1.515, 4.437, 0.040], [-0.564, 4.798, 1.478], [-2.227, 4.250, 1.646], [0.304, 2.984, -0.780], [0.839, 1.572, 0.129], [1.302, 3.191, 0.653], [3.577, -3.269, -2.182], [4.543, -2.811, -1.105], [4.403, -3.597, 0.187], [4.429, -1.388, -0.808], [3.204, -0.390, -0.885], [2.603, 0.176, -2.661], [1.709, -1.217, 0.298], [3.767, 0.839, -0.081], [4.428, 0.692, 1.216], [5.902, 0.983, 1.023], [3.753, 1.649, 2.177], [3.765, -4.317, -2.415], [3.702, -2.682, -3.090], [2.545, -3.172, -1.839], [5.566, -2.897, -1.474], [3.400, -3.479, 0.596], [5.130, -3.250, 0.922], [4.580, -4.656, -0.001], [4.290, -0.336, 1.561], [6.031, 1.988, 0.622], [6.341, 0.268, 0.328], [6.423, 0.912, 1.978], [3.804, 2.665, 1.783], [4.258, 1.621, 3.142], [2.708, 1.370, 2.323]], "lowdin_charge": [0.48, 0.11, -0.82, 0.66, 0.00, -0.12, -0.05, -0.26, 0.00, -0.02, -0.03, -0.22, 0.02, 0.10, 0.12, 0.14, 0.12, 0.12, 0.12, 0.04, -0.09, -0.51, -0.09, 1.03, -0.55, -0.09, -0.14, -0.50, -0.09, -0.12, 0.09, 0.05, 0.06, 0.10, 0.08, 0.09, 0.06, 0.05, 0.08, 0.07, 0.09, 0.07, 0.08, 0.03, 0.11, 0.08, 0.09, 0.06, 0.07, 0.00, 0.09, -0.07, -0.43, -0.05, -0.29, -0.08, 0.35, 0.35, -0.31, -0.46, -0.03, -0.04, 0.09, 0.07, 0.06, 0.15, 0.05, 0.09, 0.09, 0.12, 0.09, 0.08, 0.09, 0.09, 0.09, 0.07], "homo_lumo_gap_ev": [6.030, 5.358], "e_tot_ha": -3220.7125, "spin_multiplicity": 1, "charge": 1, "lumo_ha": [-0.168, -0.191], "relative_energy_ev": 2.7244}



(2)
{"formula": "C22H42NOP3Ti", "method": "wB97M-V/def2-TZVPD", "symbols": ["Ti", "P", "P", "P", "H", "C", "C", "H", "C", "C", "C", "C", "C", "C", "C", "C", "C", "H", "H", "H", "H", "H", "H", "H", "H", "H", "H", "H", "H", "H", "H", "H", "H", "H", "H", "H", "H", "H", "H", "H", "H", "H", "H", "H", "H", "H", "C", "C", "C", "C", "C", "C", "O", "H", "H", "H", "H", "H", "H", "C", "C", "C", "N", "C", "C", "H", "H", "H", "H", "H"], "coordinates": [[-0.375, 0.057, -0.185], [-1.007, 0.883, -2.413], [-1.107, -2.295, -0.719], [0.213, 2.232, 0.990], [2.367, -3.723, 1.471], [2.748, -3.020, 2.220], [2.022, -2.638, 3.278], [0.996, -2.993, 3.433], [-0.038, 0.225, -3.818], [-2.730, 0.596, -2.955], [-0.804, 2.690, -2.588], [-0.685, -3.365, 0.695], [-2.883, -2.611, -0.978], [-0.300, -3.147, -2.113], [0.885, 1.734, 2.615], [-1.088, 3.423, 1.450], [1.546, 3.269, 0.313], [3.780, -2.680, 2.082], [2.424, -1.949, 4.031], [0.850, 0.849, -3.977], [-0.650, 0.229, -4.730], [0.286, -0.804, -3.617], [-2.988, 1.337, -3.725], [-3.426, 0.702, -2.114], [-2.837, -0.414, -3.369], [-1.228, 3.010, -3.551], [0.260, 2.957, -2.554], [-1.322, 3.217, -1.775], [-0.787, -4.413, 0.380], [-1.376, -3.176, 1.526], [0.340, -3.200, 1.058], [-3.040, -3.681, -1.175], [-3.257, -2.023, -1.826], [-3.447, -2.322, -0.082], [-0.509, -4.224, -2.049], [0.786, -2.986, -2.060], [-0.669, -2.758, -3.071], [1.233, 2.637, 3.136], [1.730, 1.040, 2.506], [0.109, 1.246, 3.219], [-0.632, 4.289, 1.951], [-1.813, 2.954, 2.127], [-1.622, 3.760, 0.552], [1.862, 3.991, 1.079], [1.189, 3.805, -0.575], [2.404, 2.648, 0.024], [2.775, -0.240, -0.502], [3.035, 0.084, -1.825], [4.239, 0.735, -2.103], [5.164, 0.950, -1.079], [4.909, 0.512, 0.223], [3.705, -0.131, 0.528], [1.421, -0.467, -0.203], [1.142, -0.722, 0.754], [2.286, -0.126, -2.594], [4.441, 1.058, -3.125], [6.105, 1.452, -1.308], [5.645, 0.655, 1.013], [3.494, -0.527, 1.522], [-4.151, 0.146, 3.025], [-2.942, -0.473, 3.334], [-1.910, -0.483, 2.397], [-2.065, 0.089, 1.177], [-3.234, 0.707, 0.871], [-4.293, 0.740, 1.773], [-4.965, 0.169, 3.746], [-2.767, -0.954, 4.295], [-0.943, -0.954, 2.608], [-3.293, 1.186, -0.111], [-5.212, 1.240, 1.469]], "nbo_charge": [1.52, 0.74, 0.73, 0.73, 0.20, -0.40, -0.40, 0.20, -0.92, -0.91, -0.92, -0.94, -0.92, -0.92, -0.93, -0.92, -0.92, 0.22, 0.22, 0.27, 0.29, 0.25, 0.29, 0.24, 0.27, 0.28, 0.26, 0.25, 0.28, 0.26, 0.25, 0.28, 0.25, 0.26, 0.28, 0.26, 0.26, 0.28, 0.25, 0.25, 0.28, 0.26, 0.25, 0.28, 0.26, 0.26, 0.29, -0.28, -0.16, -0.18, -0.15, -0.30, -0.78, 0.51, 0.23, 0.26, 0.26, 0.26, 0.25, -0.09, -0.20, 0.04, -0.65, 0.05, -0.20, 0.28, 0.27, 0.22, 0.22, 0.27], "homo_lumo_gap_ev": [7.347, 7.626], "e_tot_ha": -2866.0570, "spin_multiplicity": 2, "charge": 3, "lumo_ha": [-0.378, -0.368], "s_squared": 0.754}



(3)
{"formula": "C22H43BBrFN2O5P", "method": "wB97M-V/def2-TZVPD", "symbols": ["C", "C", "N", "C", "C", "C", "O", "C", "B", "O", "O", "C", "N", "C", "C", "F", "P", "O", "Br", "C", "C", "C", "C", "C", "C", "C", "C", "C", "C", "C", "C", "C", "O", "H", "H", "H", "H", "H", "H", "H", "H", "H", "H", "H", "H", "H", "H", "H", "H", "H", "H", "H", "H", "H", "H", "H", "H", "H", "H", "H", "H", "H", "H", "H", "H", "H", "H", "H", "H", "H", "H", "H", "H", "H", "H", "H"], "coordinates": [[-0.607, -2.801, 3.684], [-1.082, -3.122, 2.264], [0.037, -3.697, 1.462], [0.516, -2.738, 0.466], [1.273, -1.581, 1.111], [2.224, -0.903, 0.141], [2.940, 0.121, 0.810], [3.826, 0.860, -0.025], [5.329, 0.727, 0.555], [5.512, -0.018, 1.670], [6.411, 1.290, -0.080], [3.884, 0.366, -1.471], [2.543, 0.123, -2.131], [2.108, 1.237, -3.034], [2.540, 2.640, -2.627], [3.660, 3.015, -3.352], [2.891, -1.311, -3.312], [2.677, -2.547, -2.317], [0.996, -1.368, -4.445], [1.522, -0.294, -1.077], [0.571, 0.827, -0.649], [-0.809, 0.775, -1.343], [-1.904, 1.420, -0.465], [-1.558, 2.905, -0.324], [-3.246, 1.155, -1.161], [-4.476, 1.973, -0.736], [-4.833, 1.722, 0.711], [-4.270, 2.274, 1.811], [-3.982, 1.410, 3.033], [-3.971, 3.742, 1.955], [-0.386, -4.878, 0.737], [-1.646, -4.837, -0.096], [0.273, -5.878, 0.795], [0.357, -2.300, 3.653], [-0.547, -3.715, 4.267], [-1.321, -2.113, 4.140], [-1.899, -3.835, 2.345], [-1.434, -2.206, 1.779], [-0.286, -2.369, -0.192], [1.231, -3.273, -0.166], [1.914, -2.016, 1.880], [0.626, -0.870, 1.625], [2.941, -1.676, -0.150], [3.561, 1.920, 0.061], [6.340, 0.225, 2.103], [6.202, 2.107, -0.546], [4.521, 0.976, -2.106], [4.369, -0.614, -1.446], [2.576, 1.060, -4.007], [1.039, 1.211, -3.208], [2.727, 2.763, -1.564], [1.736, 3.331, -2.891], [3.438, -3.146, -2.325], [0.898, -1.074, -1.514], [0.977, 1.825, -0.811], [0.375, 0.770, 0.420], [-0.789, 1.377, -2.256], [-1.082, -0.257, -1.578], [-1.863, 0.933, 0.514], [-0.764, 3.024, 0.416], [-2.393, 3.493, 0.031], [-1.233, 3.327, -1.278], [-3.478, 0.090, -1.063], [-3.093, 1.344, -2.229], [-5.307, 1.641, -1.362], [-4.328, 3.031, -0.972], [-5.655, 1.023, 0.873], [-4.873, 1.271, 3.653], [-3.660, 0.431, 2.689], [-3.197, 1.870, 3.628], [-4.797, 4.223, 2.478], [-3.049, 3.925, 2.513], [-3.847, 4.222, 0.985], [-2.484, -4.366, 0.412], [-1.932, -5.863, -0.315], [-1.477, -4.329, -1.046]], "lowdin_charge": [-0.07, -0.22, -0.07, -0.19, -0.09, -0.30, -0.04, -0.17, -0.59, 0.22, 0.19, -0.11, -0.29, -0.19, -0.16, -0.02, 0.68, -0.32, 0.47, -0.22, -0.11, -0.17, -0.36, -0.04, -0.17, -0.19, -0.08, -0.34, -0.05, -0.06, -0.48, 0.00, 0.13, 0.06, 0.08, 0.07, 0.11, 0.11, 0.12, 0.13, 0.14, 0.12, 0.14, 0.15, 0.13, 0.11, 0.14, 0.11, 0.10, 0.08, 0.10, 0.14, 0.10, 0.09, 0.11, 0.12, 0.10, 0.11, 0.13, 0.09, 0.04, 0.09, 0.12, 0.12, 0.11, 0.10, 0.11, 0.08, 0.06, 0.07, 0.09, 0.08, 0.06, 0.07, 0.09, 0.08], "homo_lumo_gap_ev": 7.033, "e_tot_ha": -4389.6973, "spin_multiplicity": 1, "charge": 1, "lumo_ha": -0.111, "smiles": "CCN(CC[C@@H]1O[C@@H](B(O)O)C[N@@+](CCF)(P(O)Br)[C@@H]1CC[C@@H](C)CCC=C(C)C)C(C)=O"}